Entry i
{"formula": "C4H9NO2", "method": "wB97M-V/def2-TZVPD", "species": ["C", "N", "C", "O", "C", "C", "O", "H", "H", "H", "H", "H", "H", "H", "H", "H"], "positions_angstrom": [[-0.969, -1.097, -2.015], [-0.732, -0.888, -0.592], [-0.382, 0.436, -0.245], [-0.383, 1.366, -1.020], [-0.179, 0.652, 1.239], [1.280, 0.286, 1.564], [2.157, 1.286, 1.129], [-1.593, -0.313, -2.441], [-0.033, -1.339, -2.513], [-1.455, -2.068, -2.175], [-1.580, -1.022, -0.048], [-0.825, -0.030, 1.785], [-0.287, 1.706, 1.431], [1.481, -0.676, 1.068], [1.539, 0.141, 2.607], [1.960, 1.561, 0.226]], "lowdin_charge": [-0.100, -0.011, -0.498, 0.087, -0.086, -0.268, -0.056, 0.084, 0.085, 0.081, 0.125, 0.118, 0.122, 0.115, 0.118, 0.085], "orbital_gap_ev": 10.759, "molar_mass_g_mol": 103.1, "smiles": "CNC(=O)CCO", "homo_energy_ha": -0.368}

---

Entry ii
{"formula": "C4H9NO2", "method": "wB97M-V/def2-TZVPD", "species": ["C", "C", "C", "N", "C", "O", "O", "H", "H", "H", "H", "H", "H", "H", "H", "H"], "positions_angstrom": [[-3.016, 0.659, 0.778], [-1.610, 0.828, 0.217], [-0.732, -0.323, 0.716], [0.713, -0.174, 0.628], [1.541, -0.276, -0.436], [2.735, -0.072, -0.330], [0.985, -0.646, -1.611], [-3.041, 0.677, 1.868], [-3.716, 1.414, 0.432], [-3.298, -0.362, 0.500], [-1.585, 0.850, -0.870], [-1.115, 1.733, 0.595], [-0.972, -1.212, 0.116], [-0.879, -0.530, 1.779], [1.231, 0.120, 1.441], [1.773, -0.908, -2.094]], "lowdin_charge": [-0.114, -0.247, -0.206, 0.070, -0.626, 0.059, 0.115, 0.071, 0.070, 0.076, 0.107, 0.110, 0.126, 0.124, 0.147, 0.118], "orbital_gap_ev": 10.561, "molar_mass_g_mol": 103.1, "smiles": "CCCNC(=O)O", "homo_energy_ha": -0.358}

---

Stability, highest: entry ii